A structure of composition C44H66BIN8OTl in a non-equilibrium geometry. Source: the OMol25 dataset; level of theory: ωB97M-V with the def2-TZVPD basis set.

## Properties
HOMO-LUMO gap: 5.9 eV
energy relative to the best compared isomer or geometry (same formula, charge and spin): 392.4 kJ/mol
net charge: -1
E_HOMO: -5.159 eV

```
122
Properties=species:S:1:pos:R:3:mulliken_charge:R:1
Tl -0.28364 0.77661 0.30647 0.658
C 3.75550 -4.57083 0.59787 -1.118
C 3.40035 -4.84821 -0.89075 1.053
C 4.33640 -5.87923 -1.53570 -1.368
C 3.26629 -3.57358 -1.55915 -0.183
C 2.86268 -3.36773 -2.93307 -1.188
C 2.90716 -1.99144 -3.16867 -0.494
N 3.38979 -1.42723 -1.96880 0.903
N 3.44673 -2.36075 -0.99820 -0.663
B 4.14425 -0.08084 -1.88240 -0.084
N 3.81360 1.01263 -2.92747 0.920
C 4.78813 2.00491 -3.21072 -0.275
C 4.54911 2.41232 -4.52801 -1.284
C 3.43291 1.67542 -5.01958 -0.207
N 3.02888 0.75155 -4.04523 -0.649
C 2.92437 1.72799 -6.40887 1.096
C 1.86376 0.63666 -6.69043 -1.725
C 4.07098 1.60540 -7.43421 -1.457
N 4.08955 0.53996 -0.39141 1.080
C 3.39615 0.00445 0.70662 -0.859
C 3.81603 0.72957 1.82993 -1.207
C 4.77963 1.65022 1.43056 -0.131
N 5.00529 1.47334 0.08336 -0.734
C 5.38625 2.72385 2.29574 0.770
C 6.70332 3.19260 1.64186 -1.533
C 4.45845 3.86903 2.70046 -1.137
H 3.98905 -5.50834 1.09781 0.422
H 4.57866 -3.88650 0.76622 0.293
H 2.81771 -4.09133 1.00545 0.058
H 2.32783 -5.35612 -0.85505 0.097
H 4.03301 -6.22435 -2.52914 0.354
H 5.38866 -5.59988 -1.64085 0.314
H 4.19259 -6.79031 -0.85783 0.355
H 2.39089 -4.20595 -3.42373 0.335
H 2.78302 -1.27299 -3.99874 0.455
H 5.30086 -0.34526 -2.05010 -0.199
H 5.53915 2.27060 -2.46307 0.426
H 5.06645 3.19442 -5.09242 0.416
H 2.48514 2.71248 -6.50986 0.319
H 2.40935 -0.34637 -6.63655 0.337
H 1.04994 0.49808 -6.03453 0.349
H 1.51632 0.70833 -7.71939 0.421
H 3.75783 0.73608 -8.04854 0.405
H 4.12085 2.43524 -8.14650 0.264
H 5.03294 1.34651 -7.00400 0.438
H 2.67525 -0.76105 0.53979 1.136
H 3.49597 0.62317 2.85975 0.377
H 5.78317 2.21598 3.20872 0.217
H 6.46614 3.87574 0.74484 0.211
H 7.28552 3.79116 2.33806 0.458
H 7.26872 2.31622 1.27396 0.343
H 4.07613 4.42629 1.79016 0.209
H 3.64129 3.47207 3.28762 0.288
H 5.02226 4.57693 3.32889 0.396
C -0.20364 0.39107 3.93278 -0.871
C -0.32182 -1.15658 4.13055 0.726
C -0.19219 -1.93045 2.81327 -1.028
C -1.64754 -1.43213 4.79901 0.772
C -1.56135 -2.12374 6.05707 -1.091
C -2.62021 -2.52038 6.78785 -1.307
C -3.88379 -2.17739 6.27091 -0.438
C -4.04534 -1.52097 5.04368 0.657
C -5.54093 -1.17279 4.63352 0.753
C -6.11538 -0.29801 5.71805 -1.569
C -6.45822 -2.38487 4.33550 -1.546
C -2.87345 -1.22279 4.24172 0.402
N -2.92999 -0.55548 2.97392 -0.128
C -3.79998 -0.96276 2.09860 -0.193
C -4.08375 -0.32600 0.84202 -0.775
N -3.43615 0.72570 0.43006 0.198
C -3.54134 1.17670 -0.89951 -0.779
C -3.30869 0.36124 -2.03165 1.051
C -3.01395 0.98902 -3.25282 -0.711
C -2.84388 2.36632 -3.33348 -1.252
C -3.06438 3.19631 -2.21963 -0.466
C -3.41257 2.61883 -1.00570 0.958
C -3.62626 3.44491 0.22311 1.087
C -2.99939 4.89236 0.18409 -1.463
C -5.13076 3.63970 0.49830 -1.412
C -3.37853 -1.12457 -2.06464 0.829
C -2.19714 -1.90159 -2.73991 -1.650
C -4.79561 -1.43798 -2.74207 -1.603
H 0.78046 0.52308 3.54030 0.274
H -0.28784 0.93490 4.90474 0.302
H -1.02558 0.69153 3.23694 -0.091
H 0.48473 -1.52431 4.80553 0.459
H -0.97124 -1.63730 2.08492 -0.166
H -0.33980 -3.01879 2.91140 0.329
H 0.78520 -1.83435 2.33525 0.396
H -0.55103 -2.50320 6.30360 0.251
H -2.47214 -3.02107 7.75885 0.337
H -4.76359 -2.34892 6.85442 0.334
H -5.58050 -0.46669 3.75235 0.194
H -6.28766 -0.87121 6.68348 0.291
H -7.14520 0.05183 5.47388 0.401
H -5.52058 0.58174 5.99416 0.369
H -6.59272 -3.10166 5.13809 0.318
H -6.10012 -2.93407 3.48701 0.359
H -7.46301 -2.07261 4.09895 0.440
H -4.34989 -1.98898 2.10313 -0.077
H -4.96255 -0.68914 0.34771 0.655
H -2.95215 0.39926 -4.16122 0.422
H -2.53228 2.91525 -4.20937 0.421
H -2.91612 4.30644 -2.29787 0.097
H -3.21200 2.99099 1.12343 0.064
H -3.24983 5.54749 -0.66672 0.335
H -1.90787 4.84417 0.25600 0.261
H -3.29836 5.31252 1.20512 0.346
H -5.57922 4.07789 -0.42531 0.285
H -5.19896 4.31705 1.31590 0.469
H -5.64478 2.67390 0.71106 0.275
H -3.50332 -1.44770 -1.03046 0.170
H -2.38572 -2.15282 -3.78682 0.373
H -2.05030 -2.86085 -2.20378 0.354
H -1.27303 -1.37728 -2.74181 0.404
H -4.89245 -0.90040 -3.70634 0.344
H -5.65387 -1.13861 -2.11009 0.310
H -4.81775 -2.44434 -3.00628 0.541
I 0.60617 3.68079 1.08500 -0.689
O 0.43558 0.93233 -2.47322 -0.294
H 1.29562 0.67487 -2.89234 0.173
H 0.29327 1.82709 -2.75538 0.131
```

A structure of composition C14H10CeF5N in a non-equilibrium geometry. Source: the OMol25 dataset; level of theory: ωB97M-V with the def2-TZVPD basis set.

## Properties
multiplicity: 2
HOMO-LUMO gap (alpha / beta): 5.8 / 7.0 eV
energy relative to the best compared isomer or geometry (same formula, charge and spin): 35.0 kJ/mol
net charge: -1
E_HOMO (alpha / beta): -3.005 / -4.229 eV

```
31
Properties=species:S:1:pos:R:3:mulliken_charge:R:1
C 0.95708 -1.26514 -1.81922 -0.328
C -0.45148 -1.13880 -2.04101 -0.613
C -1.13378 -1.85593 -1.00060 -0.567
C -0.13986 -2.41385 -0.13242 -0.511
C 1.15194 -2.05619 -0.64176 -0.525
Ce -0.00272 0.25187 0.17872 0.157
C -1.72878 1.73074 -0.99293 -0.783
C -0.46468 1.92925 -1.42159 0.449
C 0.45808 2.48948 -2.21121 -0.786
N 1.64942 1.18708 0.03595 -0.362
H -2.21509 -1.97002 -0.90482 0.424
H -0.92462 -0.59042 -2.85655 0.474
H -0.33661 -3.02322 0.74836 0.611
H 2.11316 -2.35385 -0.21653 0.394
H 1.73821 -0.84383 -2.45313 0.385
H -2.40980 1.01699 -1.48363 0.240
H 2.57861 1.46793 0.38983 0.023
H -2.19294 2.35683 -0.21408 0.322
H 0.20319 3.25548 -2.95010 0.276
H 1.51235 2.20515 -2.15070 0.200
F -0.93130 -2.64552 2.95894 -0.293
C -1.00714 -1.36388 3.40438 0.519
C -0.78490 -0.28860 2.56351 -0.365
C -0.86144 0.99280 3.08626 0.484
F -0.60637 2.08597 2.25972 -0.332
C -1.17719 1.23887 4.42669 -0.045
F -1.25472 2.50036 4.89686 -0.317
C -1.40975 0.14552 5.26136 0.586
F -1.70689 0.33916 6.56174 -0.324
C -1.32064 -1.15323 4.75181 -0.060
F -1.53463 -2.21109 5.55953 -0.328
```